Molecular formula: C3H8N2OS
Method: DFT, ωB97M-V/def2-TZVPD

Element x y z (Å)
C: -0.4738 -0.3589 0.8951
C: -0.9552 0.5792 1.8621
C: 0.9993 0.2100 -2.3365
N: -0.3312 -0.0723 -0.3759
N: 0.5053 -0.6652 -1.2958
O: 0.0607 -1.7460 3.0097
S: 0.3256 -1.7632 1.5375
H: -0.6297 0.8050 2.8394
H: -2.0877 0.3104 2.0648
H: -1.1250 1.4290 1.2902
H: 1.9343 0.7366 -2.2013
H: 0.1325 1.0416 -2.3251
H: 0.9177 -0.3228 -3.3444
H: -0.6640 0.8233 -0.6659
H: 1.3912 -1.0065 -0.9539

## Properties
- Energy above the lowest of the compared OMol25 structures with the same formula, charge and spin: 108.20 kcal/mol
- Gap between HOMO and LUMO: 7.7 eV
- Total energy: -19099.8099 eV

Mulliken population analysis, charges in e, atoms 1 to 4: atom 1 (C): 0.53, atom 2 (C): -1.16, atom 3 (C): -0.70, atom 4 (N): 0.06

Molecular formula: C12H16AuN2O6
Method: DFT, ωB97M-V/def2-TZVPD

Element x y z (Å)
Au: -1.3494 -1.1917 0.1618
C: 1.8617 -1.4754 -1.8256
C: 1.8183 -1.3822 -0.3538
N: 0.7258 -1.3868 0.3994
C: 1.1091 -1.3101 1.7100
C: 2.4793 -1.2466 1.7485
N: 2.8910 -1.2925 0.4408
C: 3.5194 -1.0771 2.8202
O: 3.1241 -1.0150 4.0505
O: 4.6620 -0.9937 2.4403
C: 0.0815 -1.2747 2.8179
O: 0.5112 -1.2480 3.9633
O: -1.1133 -1.2517 2.4367
H: 0.8555 -1.5280 -2.2331
H: 2.4080 -2.3714 -2.1213
H: 2.3824 -0.6188 -2.2544
H: 3.8715 -1.2603 0.1866
H: 2.1314 -1.1084 4.1986
C: -4.2253 -0.3794 0.5855
C: -3.4282 -1.5402 0.1006
O: -3.8061 -2.6151 -0.2192
H: -5.0737 -0.7458 1.1660
H: -4.6076 0.1351 -0.2998
H: -3.6415 0.3205 1.1770
C: -0.7685 2.1818 -2.7031
C: 0.2988 2.7644 -1.7774
C: 0.1532 1.9287 -0.5002
O: -1.0848 1.2258 -0.5854
C: -1.8226 1.7343 -1.6970
H: -0.3848 1.3152 -3.2434
H: -1.1481 2.9078 -3.4183
H: 0.0848 3.8096 -1.5680
H: 1.2977 2.7026 -2.1979
H: 0.1434 2.5568 0.3964
H: 0.9560 1.1945 -0.3896
H: -2.4263 2.5865 -1.3522
H: -2.4862 0.9481 -2.0588

## Properties
- Charge: +1
- Gap between HOMO and LUMO: 5.6 eV
- Total energy: -31653.0462 eV

Mulliken population analysis, charges in e, atoms 1 to 4: atom 1 (Au): 0.63, atom 2 (C): -1.40, atom 3 (C): 0.12, atom 4 (N): -0.30

Molecular formula: C24H33N3O3S
Method: DFT, ωB97M-V/def2-TZVPD

Element x y z (Å)
C: -4.1566 -7.4526 1.9609
C: -2.8042 -7.0766 2.5507
O: -2.3505 -5.8186 2.0577
C: -2.8257 -4.7219 2.6697
O: -3.5870 -4.7611 3.6086
C: -2.3099 -3.4737 2.0728
C: -1.4747 -3.4665 0.9576
C: -1.0242 -2.2790 0.4226
C: -1.4011 -1.0652 0.9960
N: -1.0442 0.1707 0.4824
C: -0.2073 0.4974 -0.5559
S: 1.1627 -0.3556 -0.8900
N: -0.5741 1.6025 -1.2536
C: 0.3362 2.2546 -2.1679
C: 0.6270 3.6999 -1.7588
C: 1.3628 3.7520 -0.4159
N: 2.5792 2.9682 -0.4598
C: 2.9706 2.4222 0.8245
C: 4.0965 1.4125 0.6322
C: 5.2908 2.0747 -0.0432
C: 4.8404 2.7128 -1.3556
C: 5.9887 3.4344 -2.0528
C: 3.6876 3.6756 -1.0694
C: -1.9424 2.0989 -1.2177
C: -2.9416 0.9854 -1.2835
C: -3.1173 -0.0151 -2.1926
C: -4.1774 -0.8146 -1.6990
C: -4.5668 -0.2417 -0.5308
O: -3.8239 0.8477 -0.2667
C: -2.2420 -1.0720 2.1138
C: -2.6879 -2.2591 2.6450
H: -4.9095 -6.7352 2.2780
H: -4.1057 -7.4553 0.8746
H: -4.4437 -8.4414 2.3070
H: -2.8707 -7.0274 3.6429
H: -2.0333 -7.7921 2.2561
H: -1.1845 -4.4022 0.5073
H: -0.3820 -2.2868 -0.4420
H: -1.5739 0.9350 0.8824
H: 1.2741 1.6975 -2.1469
H: -0.0805 2.2235 -3.1804
H: -0.2951 4.2797 -1.6828
H: 1.2400 4.1511 -2.5386
H: 0.7117 3.3257 0.3524
H: 1.5530 4.8054 -0.1421
H: 2.1067 1.9166 1.2639
H: 3.2972 3.2179 1.5219
H: 3.7248 0.6003 0.0063
H: 4.3828 0.9985 1.6004
H: 6.0738 1.3381 -0.2317
H: 5.7042 2.8466 0.6121
H: 4.4593 1.9225 -2.0097
H: 5.6583 3.8638 -2.9962
H: 6.8029 2.7429 -2.2561
H: 6.3706 4.2379 -1.4255
H: 3.3480 4.1212 -2.0068
H: 4.0469 4.4947 -0.4159
H: -2.0637 2.7510 -2.0869
H: -2.1404 2.7000 -0.3191
H: -2.5585 -0.1673 -3.0929
H: -4.5859 -1.6921 -2.1549
H: -5.3250 -0.5006 0.1803
H: -2.5476 -0.1330 2.5549
H: -3.3377 -2.2728 3.5068

## Properties
- Energy above the lowest of the compared OMol25 structures with the same formula, charge and spin: 3.80 kcal/mol
- Gap between HOMO and LUMO: 8.5 eV
- SMILES: CCOC(=O)c1ccc(NC(=S)N(CCCN2CCC[C@H](C)C2)Cc2ccco2)cc1
- Total energy: -46872.0249 eV

Mulliken population analysis, charges in e, atoms 1 to 4: atom 1 (C): -1.11, atom 2 (C): -0.25, atom 3 (O): -0.35, atom 4 (C): 0.56

Molecular formula: C21H25N3O5
Method: DFT, ωB97M-V/def2-TZVPD

Element x y z (Å)
C: 2.5920 1.5713 -2.3062
C: 1.4564 1.2401 -1.3822
C: 1.0203 -0.0701 -1.2332
C: -0.0620 -0.3569 -0.4105
C: -0.6496 -1.7551 -0.2800
O: -1.6980 -1.9620 0.2983
N: 0.0396 -2.7409 -0.9079
C: -0.6169 -3.9885 -1.2455
C: -1.8837 -3.7757 -2.0969
C: -2.3393 -5.0052 -2.8810
C: -2.4681 -6.2314 -1.9883
C: -3.6798 -4.6857 -3.5504
C: -3.6565 -3.3890 -4.3554
C: -3.1188 -2.2393 -3.5087
N: -1.8013 -2.6009 -2.9838
C: -0.6637 -2.2719 -3.6468
O: 0.3467 -2.9622 -3.6739
C: -0.6456 -0.9000 -4.2661
C: -1.1880 0.2584 -3.6142
C: -1.0196 1.4806 -4.1493
C: -0.3117 1.6655 -5.4036
O: -0.1088 2.6974 -5.9778
O: 0.1884 0.4891 -5.9841
C: 0.0270 -0.7105 -5.4115
N: -0.7001 0.5868 0.2753
C: -0.2797 1.8406 0.1469
C: 0.7804 2.2291 -0.6671
C: 1.1978 3.6723 -0.7655
O: 0.1586 4.4934 -0.2572
H: 3.3523 2.1767 -1.8100
H: 3.0658 0.6624 -2.6742
H: 2.2393 2.1389 -3.1712
H: 1.5123 -0.8360 -1.8211
H: 0.8638 -2.5257 -1.4349
H: 0.1126 -4.6002 -1.7728
H: -0.9266 -4.5005 -0.3341
H: -2.6780 -3.5027 -1.3934
H: -1.5841 -5.1956 -3.6548
H: -3.1383 -6.0279 -1.1485
H: -2.8859 -7.0663 -2.5532
H: -1.5080 -6.5510 -1.5834
H: -3.9720 -5.5221 -4.1908
H: -4.4429 -4.6049 -2.7669
H: -3.0074 -3.5065 -5.2298
H: -4.6549 -3.1456 -4.7232
H: -3.0498 -1.3262 -4.0943
H: -3.7796 -2.0506 -2.6576
H: -1.7123 0.1345 -2.6728
H: -1.3917 2.3790 -3.6793
H: 0.5126 -1.5041 -5.9637
H: -0.8221 2.5915 0.7062
H: 2.1220 3.8202 -0.1909
H: 1.4242 3.9193 -1.8078
H: 0.4383 5.4114 -0.3113

## Properties
- Energy above the lowest of the compared OMol25 structures with the same formula, charge and spin: 40.31 kcal/mol
- Gap between HOMO and LUMO: 9.3 eV
- SMILES: Cc1cc(C(=O)NC[C@@H]2[C@@H](C)CCCN2C(=O)c2ccc(=O)oc2)ncc1CO
- Total energy: -36891.4527 eV

Mulliken population analysis, charges in e, atoms 1 to 4: atom 1 (C): -1.85, atom 2 (C): 0.59, atom 3 (C): -0.04, atom 4 (C): 0.41

Molecular formula: C4H5NO
Method: DFT, ωB97M-V/def2-TZVPD

Element x y z (Å)
C: 1.2649 -0.4638 -0.7045
C: 0.0214 -0.0262 0.0083
C: -1.2967 0.1593 -0.5084
N: -2.1290 0.6077 0.3948
O: -1.3926 0.7327 1.5457
C: -0.1316 0.3523 1.3002
H: 1.9960 -0.8856 -0.0077
H: 1.0471 -1.2238 -1.4587
H: 1.7393 0.3824 -1.2131
H: -1.6629 -0.0272 -1.5120
H: 0.5452 0.4053 2.1430

## Properties
- Energy above the lowest of the compared OMol25 structures with the same formula, charge and spin: 33.69 kcal/mol
- Gap between HOMO and LUMO: 10.6 eV
- SMILES: Cc1cnoc1
- Total energy: -7765.0654 eV

Mulliken population analysis, charges in e, atoms 1 to 4: atom 1 (C): -1.10, atom 2 (C): 0.68, atom 3 (C): -0.39, atom 4 (N): -0.36

Molecular formula: C19H17F5I2N3O5RuSTe
Method: DFT, ωB97M-V/def2-TZVPD

Element x y z (Å)
Ru: 0.0220 -1.2686 0.9043
I: 3.6350 4.0589 -0.7516
C: 3.0428 2.1810 -0.2036
C: 2.8026 1.8669 1.1460
C: 2.3926 0.6029 1.4719
I: 1.7438 0.0695 3.3725
C: 2.2576 -0.4106 0.4809
O: 2.0207 -1.6518 0.8028
C: 2.3294 -0.0114 -0.8761
C: 1.8284 -1.0520 -1.8097
N: 0.4582 -1.4655 -1.3853
C: 0.1268 -2.8107 -1.8756
C: -0.5225 -3.6773 -0.8409
C: -1.2202 -4.8108 -1.2244
C: -1.7165 -5.6653 -0.2575
C: -1.4815 -5.3657 1.0745
C: -0.7947 -4.2103 1.3791
N: -0.3348 -3.3658 0.4430
C: 2.7215 1.2507 -1.2130
H: 2.9254 2.6229 1.9090
H: 2.4532 -1.9399 -1.7250
H: 1.8397 -0.7161 -2.8475
H: -0.2110 -0.7840 -1.7273
H: 1.0646 -3.3054 -2.1357
H: -0.4719 -2.7864 -2.7871
H: -1.3651 -5.0121 -2.2773
H: -2.2715 -6.5500 -0.5386
H: -1.8390 -5.9977 1.8740
H: -0.5982 -3.9395 2.4041
H: 2.7790 1.5477 -2.2525
N: -0.9816 0.7389 0.2292
C: -0.5152 2.0500 -0.1415
C: -0.1761 2.9599 0.8512
C: 0.1193 4.2715 0.5053
C: 0.0967 4.6670 -0.8250
C: -0.1989 3.7419 -1.8186
C: -0.5007 2.4321 -1.4782
S: 0.4084 6.3730 -1.2680
O: 0.3862 7.0451 0.0180
O: -0.6751 6.6658 -2.1854
O: 1.7292 6.3116 -1.9020
H: -1.5376 0.8244 1.0745
H: -1.6084 0.3521 -0.4677
H: -0.2012 2.6527 1.8931
H: 0.3359 5.0147 1.2622
H: -0.2341 4.0688 -2.8497
H: -0.7940 1.7228 -2.2504
F: -1.9369 0.3098 2.8269
Te: -2.7853 -1.3589 2.5832
F: -1.1522 -2.0625 3.2440
F: -3.5741 -3.0333 2.6918
F: -3.2225 -1.2044 4.3739
F: -4.3395 -0.4150 2.2510
O: -2.2586 -1.5318 0.8485

## Properties
- Multiplicity: 2
- Gap between HOMO and LUMO (spin up / spin down): 5.8 / 4.6 eV
- Total energy: -85183.7130 eV

Mulliken population analysis, charges in e, atoms 1 to 4: atom 1 (Ru): 0.71, atom 2 (I): 0.38, atom 3 (C): -0.24, atom 4 (C): -0.34

Molecular formula: C8H8BF3NO2
Method: DFT, ωB97M-V/def2-TZVPD

Element x y z (Å)
F: 1.1012 -2.6913 2.7207
C: 0.7218 -1.4367 2.1182
F: 1.6634 -1.1068 1.0995
F: 0.7712 -0.3963 3.1075
C: -0.7463 -1.6360 1.4949
C: -0.8563 -2.3084 0.0072
O: -1.9420 -1.5414 -0.6064
B: -1.7630 -0.2185 0.0195
C: -0.5758 0.6683 -0.7124
C: -0.0477 1.9534 -0.0298
C: 1.0372 2.9186 -0.6012
C: 1.5804 2.4103 -1.9969
C: 0.9742 1.0936 -2.5088
N: -0.0316 0.2515 -1.9647
O: -1.4584 -0.3544 1.4659
H: -1.3191 -2.1947 2.3107
H: -1.1564 -3.4189 0.0684
H: 0.0656 -2.2574 -0.6696
H: -2.7281 0.4557 -0.1504
H: -0.5011 2.2210 0.9933
H: 1.4132 3.8543 -0.0792
H: 2.3802 3.0066 -2.5742
H: 1.4175 0.7276 -3.5121

## Properties
- Energy above the lowest of the compared OMol25 structures with the same formula, charge and spin: 88.18 kcal/mol
- Charge: -1
- Gap between HOMO and LUMO: 8.4 eV
- Total energy: -22839.0334 eV

Mulliken population analysis, charges in e, atoms 1 to 4: atom 1 (F): -0.29, atom 2 (C): 0.65, atom 3 (F): -0.26, atom 4 (F): -0.26

Molecular formula: C27H56BrClNO12P2
Method: DFT, ωB97M-V/def2-TZVPD

Element x y z (Å)
C: -8.2779 4.5915 -2.0957
C: -6.7473 4.4314 -2.0958
O: -6.4166 3.0270 -2.0887
C: -5.0970 2.8019 -2.2706
O: -4.3092 3.7148 -2.1840
C: -4.6632 1.4185 -2.6473
C: -4.0913 0.5279 -1.5036
C: -3.4107 1.2909 -0.3591
C: -4.1008 1.4692 1.0080
C: -3.3770 2.6752 1.6789
Cl: -1.6236 2.4418 1.7497
C: -3.7234 4.0305 1.0238
C: -4.1129 5.0687 2.1006
O: -3.8445 0.2680 1.7200
C: -4.2004 0.3154 3.0891
C: -5.4975 1.0664 3.4655
N: -5.9960 2.0483 2.4441
C: -5.6245 1.6580 1.0192
C: -6.4441 0.3826 0.7383
C: -7.4059 0.5221 -0.4150
O: -7.3088 0.0482 -1.4806
Br: -8.9652 1.5851 0.1258
H: -8.5996 5.0162 -3.0419
H: -8.5745 5.2369 -1.2751
H: -8.7719 3.6308 -2.0126
H: -6.3678 4.9148 -1.1989
H: -6.3706 4.9221 -2.9855
H: -3.8558 1.5698 -3.3594
H: -5.4363 0.8931 -3.2018
H: -3.3113 -0.0482 -1.9966
H: -4.8237 -0.2167 -1.2135
H: -2.5032 0.7473 -0.1105
H: -3.0517 2.2286 -0.7765
H: -3.6914 2.7848 2.7164
H: -2.8560 4.4337 0.5138
H: -4.5586 3.9502 0.3356
H: -5.1441 4.9454 2.4420
H: -3.4883 4.8761 2.9764
H: -3.8993 6.0863 1.7955
H: -4.2669 -0.7083 3.4456
H: -3.3753 0.7698 3.6424
H: -5.3603 1.5566 4.4245
H: -6.2990 0.3509 3.6248
H: -5.7759 3.0241 2.6484
H: -7.0182 2.0041 2.4708
H: -6.0074 2.4646 0.3993
H: -5.8245 -0.4926 0.5713
H: -7.0920 0.1081 1.5703
O: 1.5419 -5.4101 -0.7830
P: 0.4435 -4.4366 -0.8953
O: 0.0906 -4.2150 -2.4478
C: -0.4113 -5.3159 -3.2193
C: -1.8973 -5.5271 -2.9975
O: 1.1688 -3.0100 -0.5591
C: 2.3679 -2.9601 0.2253
C: 3.5598 -2.6548 -0.6522
O: -0.9742 -3.9566 -0.3010
C: -1.0572 -3.5286 1.0720
C: -1.4027 -2.0591 1.0861
H: 0.1535 -6.2226 -2.9892
H: -0.2241 -5.0646 -4.2620
H: -2.0977 -5.8610 -1.9775
H: -2.2835 -6.2791 -3.6858
H: -2.4424 -4.5950 -3.1467
H: 2.5173 -3.8894 0.7744
H: 2.2329 -2.1634 0.9631
H: 3.6668 -3.4033 -1.4370
H: 4.4884 -2.6267 -0.0809
H: 3.4281 -1.6920 -1.1479
H: -0.1265 -3.7187 1.6089
H: -1.8431 -4.1118 1.5537
H: -0.6118 -1.4709 0.6214
H: -1.5473 -1.7005 2.1067
H: -2.3145 -1.8741 0.5152
O: 7.6380 -1.5334 -0.4611
P: 8.6889 -0.5739 -0.0106
O: 9.3236 -0.1178 -1.4440
C: 8.5397 0.6589 -2.3500
C: 8.5416 2.1322 -1.9814
O: 9.8833 -1.5906 0.4499
C: 9.5869 -2.8635 1.0337
C: 9.8669 -3.9705 0.0423
O: 9.3272 0.6996 0.7470
C: 9.5486 0.6459 2.1769
C: 11.0342 0.7087 2.4352
H: 7.5194 0.2665 -2.3949
H: 8.9902 0.5243 -3.3329
H: 8.0198 2.3008 -1.0371
H: 8.0481 2.7216 -2.7554
H: 9.5618 2.4934 -1.8560
H: 8.5553 -2.9069 1.3840
H: 10.2340 -2.9724 1.9082
H: 9.2753 -3.8370 -0.8629
H: 9.6352 -4.9456 0.4730
H: 10.9171 -3.9577 -0.2512
H: 9.1102 -0.2541 2.6124
H: 9.0491 1.5078 2.6207
H: 11.5389 -0.1575 2.0105
H: 11.2375 0.7426 3.5058
H: 11.4645 1.5934 1.9655

## Properties
- Energy above the lowest of the compared OMol25 structures with the same formula, charge and spin: 29.65 kcal/mol
- Charge: +1
- Gap between HOMO and LUMO: 8.0 eV
- Total energy: -156106.0326 eV

Mulliken population analysis, charges in e, atoms 1 to 4: atom 1 (C): -1.18, atom 2 (C): -0.06, atom 3 (O): -0.26, atom 4 (C): 0.54